(1)
DFT (the ωB97M-V functional and the def2-TZVPD basis) results for 13 unconnected molecules or ions with the total composition C7H38NO12.

The molar mass comes out at 328.4 g/mol. As for the charge: +1. The spin multiplicity is 1. The maximum force comes out at 5.219 eV Å⁻¹. As for the LUMO energy: -0.0907 Ha. For the HOMO-LUMO gap, the calculation gives 8.373 eV.

Atoms and positions in Å:
1 C 0.505 1.628 1.659
2 C -0.995 1.618 1.926
3 C -1.827 1.707 0.694
4 C -2.583 0.735 0.183
5 C -2.837 -0.673 0.730
6 C -1.580 4.205 0.692
7 C -1.960 3.061 0.145
8 N 0.940 0.374 0.998
9 H 1.074 1.737 2.630
10 H 0.865 2.471 1.023
11 H -1.279 2.391 2.649
12 H -1.159 0.603 2.450
13 H -3.123 0.852 -0.760
14 H -2.012 -1.323 0.504
15 H -3.318 -0.695 1.716
16 H -3.598 -1.097 0.071
17 H -1.092 4.204 1.653
18 H -1.803 5.179 0.256
19 H -2.368 2.861 -0.852
20 H 0.471 -0.400 1.535
21 H 0.656 0.332 -0.004
22 H 1.901 0.031 0.935
23 H 0.983 -2.796 1.297
24 H -0.502 -2.507 1.667
25 O 0.286 -2.152 1.168
26 H -1.470 -3.004 3.670
27 H -1.397 -4.361 2.738
28 O -1.296 -3.415 2.818
29 H -0.192 0.460 -1.790
30 H 0.234 1.887 -2.024
31 O 0.392 1.145 -1.423
32 H 2.854 0.774 4.076
33 H 1.497 0.194 4.356
34 O 1.973 0.702 3.694
35 H 2.558 -3.712 -2.583
36 H 1.879 -2.962 -1.562
37 O 2.750 -2.975 -1.992
38 H 0.900 -5.615 -1.290
39 H 0.062 -6.100 -0.152
40 O 0.506 -5.302 -0.465
41 H 0.594 -1.653 5.552
42 H 0.460 -3.100 4.850
43 O 0.356 -2.158 4.773
44 H 1.021 -3.419 -4.918
45 H 1.949 -2.410 -3.939
46 O 1.227 -2.637 -4.525
47 H -2.422 1.498 -4.695
48 H -1.004 0.825 -4.274
49 O -1.900 1.074 -4.014
50 H -1.537 3.187 -2.568
51 H -1.144 4.503 -2.104
52 O -0.723 3.671 -2.356
53 H 1.210 0.859 -5.741
54 H 0.602 -0.248 -4.816
55 O 0.548 0.680 -5.070
56 H 5.207 2.718 -0.096
57 H 4.315 3.398 0.919
58 O 4.346 3.147 -0.013

Here are the natural (NBO) charges for atoms 1 to 4, given in e: -0.258 -0.449 -0.067 -0.135



(2)
DFT (the ωB97M-V functional and the def2-TZVPD basis) results for a molecular structure, C10H9N2O5SeV.

The molar mass comes out at 367.1 g/mol. As for the charge: +2. The spin multiplicity is 3. The maximum force comes out at 10.096 eV Å⁻¹. As for the LUMO energy (spin up / spin down): -0.3861 / -0.3732 Ha. For the HOMO-LUMO gap (spin up / spin down), the calculation gives 5.827 / 6.196 eV.

Atoms and positions in Å:
1 O -0.962 0.330 -5.153
2 C -0.968 0.642 -4.059
3 V -2.264 -0.656 0.593
4 O -1.002 2.015 -0.147
5 C -1.574 1.029 0.160
6 C -2.497 -0.902 2.502
7 O -2.384 -1.229 3.619
8 C -2.316 -2.651 0.423
9 O -2.187 -3.805 0.443
10 C -3.969 0.249 -0.190
11 O -4.719 0.876 -0.850
12 H -2.502 -1.246 -0.746
13 C 0.992 0.564 2.596
14 N 1.544 0.589 1.247
15 C 2.419 1.567 0.792
16 C 2.683 1.274 -0.529
17 N 1.959 0.129 -0.840
18 C 1.934 -0.539 -2.134
19 C 1.228 -0.255 0.229
20 Se 0.158 -1.723 0.510
21 H 0.906 -0.470 2.899
22 H 0.004 1.014 2.589
23 H 1.661 1.114 3.261
24 H 2.765 2.405 1.389
25 H 3.286 1.738 -1.312
26 H 1.335 0.065 -2.811
27 H 2.963 -0.592 -2.475
28 H 1.509 -1.534 -2.006

Here are the natural (NBO) charges for atoms 1 to 4, given in e: -0.441 0.449 -0.060 -0.319



Respective energy above the lowest of the compared OMol25 structures with the same formula, charge and spin values: 277.4, 60.4 kJ/mol.